No. 1
Density functional theory data (ωB97M-V with the def2-TZVPD basis set) for a cluster of 7 separate species, C14H45N3O7 in total.

## Properties
- HOMO level (spin up / spin down): 0.024 / -0.237 Ha
- E_LUMO (spin up / spin down): 0.0898 / 0.0884 hartree
- Charge: -1
- 2S+1: 2

Last column: Mulliken spin population.
Cartesian coordinates (Å):
C  -0.967  0.833  -2.656  0.7065
C  0.168  -0.109  -2.282  2.1432
O  0.032  -0.530  -0.965  -1.6977
H  -0.648  1.816  -2.309  -0.3103
H  -1.960  0.553  -2.306  0.1357
H  -0.944  0.895  -3.744  -0.2539
H  1.108  0.443  -2.286  0.4016
H  0.149  -0.974  -2.946  -0.3969
H  -0.579  -1.270  -0.977  0.0617
O  0.808  1.228  -5.990  0.6589
H  1.587  1.326  -5.442  -0.2077
H  1.112  1.424  -6.877  -0.2602
O  -3.487  3.566  -2.233  0.0029
H  -3.587  2.634  -2.425  -0.0012
H  -4.382  3.906  -2.221  -0.0126
O  -2.390  -1.168  -4.617  0.0663
H  -2.382  -0.453  -5.252  -0.0808
H  -1.472  -1.279  -4.369  -0.0538
C  -3.137  -2.471  2.604  0.0235
C  -2.814  -2.112  1.105  -0.1402
C  -1.996  -3.227  0.367  0.0366
O  -1.445  -2.741  -0.847  -0.2270
C  -0.728  -3.692  -1.646  0.3007
N  -4.132  -1.947  0.519  0.0475
H  -2.218  -2.677  3.153  0.0012
H  -3.783  -3.348  2.567  -0.0077
H  -3.619  -1.616  3.077  -0.0014
H  -2.233  -1.190  1.116  0.0390
H  -2.556  -4.117  0.081  0.0223
H  -1.226  -3.557  1.064  -0.0023
H  -0.223  -4.419  -1.010  -0.0046
H  0.062  -3.334  -2.307  -0.0531
H  -1.329  -4.409  -2.205  -0.0540
H  -4.386  -1.037  0.162  -0.0208
H  -4.853  -2.220  1.172  -0.0006
C  2.990  -2.586  -0.671  0.0381
C  3.026  -1.545  0.457  -0.1334
C  3.693  -0.254  -0.057  0.2801
O  4.240  0.516  1.054  -0.0925
C  4.825  1.773  0.658  0.2142
N  1.701  -1.274  1.027  -0.0026
H  2.433  -3.462  -0.338  0.0448
H  4.035  -2.831  -0.864  -0.0783
H  2.487  -2.225  -1.569  0.0222
H  3.691  -1.925  1.233  -0.0066
H  3.021  0.404  -0.607  -0.1090
H  4.614  -0.422  -0.616  0.1272
H  4.299  2.453  -0.013  -0.0939
H  5.704  1.582  0.041  -0.0264
H  5.142  2.272  1.573  0.0374
H  1.142  -1.046  0.218  0.0093
H  1.317  -2.189  1.214  -0.0094
C  -0.212  1.941  0.994  -0.2210
C  0.549  2.838  1.949  0.1019
C  0.229  2.745  3.466  -0.0070
O  -0.938  3.471  3.736  -0.0201
C  -1.532  3.330  5.010  0.0005
N  1.913  2.351  1.880  -0.1189
H  0.031  2.035  -0.065  0.0453
H  -1.230  2.292  1.167  0.0060
H  -0.178  0.887  1.267  0.0349
H  0.677  3.822  1.497  0.0599
H  1.057  3.101  4.078  -0.0072
H  -0.041  1.747  3.812  0.0156
H  -1.898  2.303  5.016  -0.0014
H  -2.364  4.005  5.212  -0.0002
H  -0.794  3.487  5.796  0.0001
H  2.371  2.610  1.018  0.0243
H  2.447  3.067  2.352  0.0052



No. 2
Density functional theory data (ωB97M-V with the def2-TZVPD basis set) for a structure of composition C14H46AsF6N14O8.

## Properties
- HOMO level (spin up / spin down): -0.333 / -0.333 Ha
- E_LUMO (spin up / spin down): -0.0538 / -0.2628 hartree
- Charge: 0
- 2S+1: 2

Last column: Mulliken spin population.
Cartesian coordinates (Å):
As  1.790  -0.163  -0.044  0.0001
F  0.244  -0.599  -0.958  0.0004
F  1.880  1.387  -0.913  -0.0002
F  3.287  0.122  0.817  0.0000
F  1.761  -1.735  0.778  0.0001
F  2.748  -0.944  -1.413  0.0001
F  0.944  0.572  1.302  -0.0005
C  -1.095  3.534  0.100  0.0012
C  -2.183  4.551  0.437  0.0003
C  -3.180  4.182  1.488  0.0001
O  -4.007  3.067  1.065  0.0003
C  -5.127  2.787  1.900  0.0000
N  -1.478  5.717  0.841  0.0012
H  -0.499  3.170  0.937  0.0007
H  -0.395  3.960  -0.618  -0.0002
H  -1.466  2.626  -0.377  -0.0002
H  -2.846  4.834  -0.380  0.0003
H  -3.812  5.068  1.552  0.0001
H  -2.679  3.839  2.393  0.0000
H  -5.665  3.732  1.972  0.0000
H  -4.845  2.380  2.871  -0.0001
H  -5.805  2.152  1.329  0.0001
H  -0.811  5.464  1.557  -0.0002
H  -0.935  6.195  0.136  0.0000
C  -5.278  -0.582  -2.149  0.0037
C  -3.860  -0.875  -1.696  0.0533
C  -2.728  -0.655  -2.778  0.0999
O  -2.829  -1.465  -3.882  0.2392
C  -2.510  -2.789  -3.616  -0.0088
N  -3.591  -0.024  -0.524  0.4886
H  -5.991  -0.405  -1.343  0.0049
H  -5.699  -1.399  -2.736  0.0014
H  -5.328  0.380  -2.661  0.0023
H  -3.781  -1.910  -1.363  0.0634
H  -1.810  -0.771  -2.202  0.0040
H  -2.721  0.380  -3.121  0.0027
H  -2.306  -3.255  -4.580  0.0092
H  -3.292  -3.353  -3.107  0.0320
H  -1.629  -2.910  -2.986  0.0065
H  -2.613  0.217  -0.593  -0.0100
H  -4.089  0.853  -0.574  -0.0014
C  5.958  -2.576  0.594  0.0000
O  7.038  -3.133  0.773  0.0000
N  5.465  -2.268  -0.534  0.0000
N  5.192  -2.130  1.549  0.0000
H  6.182  -2.337  -1.242  0.0000
H  4.695  -1.620  -0.457  0.0000
H  4.396  -1.565  1.290  0.0000
H  5.647  -2.156  2.450  0.0000
C  3.214  2.983  3.032  0.0000
O  3.794  3.884  3.700  0.0000
N  1.928  2.713  2.865  0.0000
N  3.825  2.134  2.330  0.0000
H  1.263  3.446  3.067  0.0000
H  1.569  2.033  2.211  0.0000
H  4.834  2.130  2.287  0.0000
H  3.228  1.585  1.728  0.0000
C  1.592  2.696  -3.805  0.0000
O  1.419  3.268  -4.861  0.0002
N  0.712  1.903  -3.318  0.0002
N  2.624  2.843  -2.986  0.0000
H  0.975  1.645  -2.378  -0.0003
H  -0.094  1.589  -3.840  0.0003
H  2.642  2.405  -2.076  0.0000
H  3.284  3.569  -3.224  0.0000
C  1.482  -3.923  -3.104  0.0001
O  1.228  -5.119  -3.056  0.0001
N  2.004  -3.395  -2.070  0.0000
N  1.385  -3.150  -4.188  0.0009
H  1.998  -3.999  -1.260  0.0000
H  2.096  -2.400  -1.923  -0.0001
H  0.881  -3.554  -4.964  -0.0002
H  1.557  -2.180  -3.966  -0.0001
C  -1.230  -1.272  3.787  -0.0003
O  -0.213  -1.080  4.493  0.0030
N  -1.304  -1.209  2.554  0.0015
N  -2.404  -1.487  4.233  -0.0001
H  -0.458  -0.768  2.223  0.0003
H  -2.205  -1.436  2.159  -0.0004
H  -2.472  -1.752  5.205  0.0001
H  -3.237  -1.481  3.662  -0.0001
C  1.749  -4.333  2.916  0.0000
O  1.796  -5.134  3.839  0.0001
N  2.799  -3.833  2.367  0.0000
N  0.624  -3.988  2.333  0.0001
H  3.642  -3.905  2.919  0.0000
H  2.732  -3.121  1.654  0.0000
H  0.557  -3.268  1.629  0.0000
H  -0.161  -4.587  2.543  0.0000



No. 3
Density functional theory data (ωB97M-V with the def2-TZVPD basis set) for a cluster of 11 separate species, C14H46F3N20O12 in total.

## Properties
- HOMO level: -0.255 Ha
- E_LUMO: 0.0698 hartree
- Charge: -1
- Energy above the lowest of the compared OMol25 structures with the same formula, charge and spin: 1.440 eV

Last column: Mulliken charge in e.
Cartesian coordinates (Å):
C  -0.309  0.470  -0.510  0.3384
O  1.083  0.376  -0.114  0.4347
O  -0.409  0.251  -1.890  -0.0953
C  -1.099  -0.442  0.398  -0.0964
F  -2.443  -0.229  0.389  -0.2876
F  -0.958  -1.768  0.227  -0.2285
F  -0.703  -0.237  1.666  -0.2085
C  1.890  1.450  -0.380  -0.5266
C  3.013  1.341  0.641  -0.8020
H  2.661  1.583  1.644  0.0277
H  3.497  0.371  0.663  -0.7534
H  3.662  2.196  0.424  0.5632
H  1.414  2.434  -0.313  0.6492
H  2.307  1.366  -1.389  0.2973
H  -0.630  1.504  -0.331  0.1570
C  2.247  -2.326  -3.839  0.4180
O  3.161  -2.110  -3.073  -0.6449
N  2.347  -3.155  -4.909  -0.4256
N  0.982  -1.839  -3.666  -0.1977
H  3.273  -3.531  -5.031  0.2676
H  1.709  -3.174  -5.684  0.1734
H  0.429  -1.862  -4.507  0.2382
H  0.813  -1.114  -2.976  0.0071
C  1.685  -3.144  0.402  0.6201
O  1.537  -4.277  -0.039  -0.7562
N  2.081  -2.117  -0.380  0.0629
N  1.591  -2.762  1.684  -0.2336
H  1.521  -1.346  -0.029  -0.5496
H  1.993  -2.268  -1.372  0.1133
H  1.847  -1.805  1.852  0.1226
H  1.146  -3.292  2.414  0.2096
C  1.304  4.137  -2.923  0.6637
O  1.689  4.510  -1.801  -0.6649
N  0.821  2.933  -3.189  -0.2220
N  1.091  5.027  -3.904  -0.4932
H  0.569  2.777  -4.147  0.2342
H  0.589  2.321  -2.421  -0.0606
H  1.272  5.957  -3.561  0.2466
H  0.506  4.752  -4.670  0.1781
C  -2.594  -2.171  -4.048  0.4197
O  -3.198  -2.912  -4.824  -0.7178
N  -2.437  -0.849  -4.229  -0.2987
N  -1.987  -2.632  -2.943  -0.0866
H  -1.792  -0.279  -3.704  0.2721
H  -3.180  -0.468  -4.793  0.2405
H  -1.978  -3.616  -2.736  0.1696
H  -1.278  -2.104  -2.454  -0.0159
C  6.933  -0.151  1.472  0.4964
O  8.059  -0.644  1.483  -0.6760
N  6.638  0.997  2.074  -0.3318
N  5.923  -0.558  0.658  -0.2871
H  7.401  1.536  2.449  0.2200
H  5.815  1.494  1.777  0.1928
H  5.040  -0.088  0.568  0.4771
H  6.040  -1.514  0.361  0.1945
C  -3.078  3.030  -2.532  0.3503
O  -3.816  3.811  -3.119  -0.7250
N  -2.925  2.989  -1.207  -0.2231
N  -2.402  2.068  -3.174  -0.0717
H  -2.341  2.288  -0.787  0.2197
H  -3.567  3.459  -0.593  0.2179
H  -1.555  1.743  -2.714  -0.0607
H  -2.575  2.221  -4.157  0.2135
C  -5.480  -0.795  -1.258  0.3792
O  -6.660  -0.897  -1.651  -0.7627
N  -5.210  -0.768  0.055  -0.2778
N  -4.462  -0.543  -2.071  0.0135
H  -5.951  -1.029  0.680  0.1556
H  -4.293  -0.472  0.346  0.4360
H  -3.493  -0.464  -1.813  0.0876
H  -4.670  -0.441  -3.049  0.0829
C  -0.182  -1.236  4.897  0.6220
O  -0.174  -2.261  4.247  -0.6000
N  0.392  -1.092  6.133  -0.4749
N  -0.949  -0.151  4.635  -0.2869
H  0.632  -0.168  6.447  0.1790
H  0.732  -1.918  6.595  0.2396
H  -1.181  0.572  5.290  0.2383
H  -1.628  -0.394  3.929  0.0611
C  -3.792  -2.779  4.226  0.6261
O  -4.863  -2.269  4.527  -0.6768
N  -3.122  -2.326  3.147  -0.2646
N  -3.308  -3.895  4.803  -0.3867
H  -2.203  -2.734  3.047  0.1273
H  -3.335  -1.381  2.879  0.1440
H  -3.849  -4.112  5.624  0.2211
H  -2.684  -4.551  4.370  0.2160
C  1.381  3.019  3.679  0.6058
O  1.690  2.663  4.808  -0.6818
N  0.559  2.246  2.906  -0.3019
N  1.644  4.247  3.221  -0.3436
H  0.368  2.544  1.963  0.0626
H  0.378  1.279  3.118  0.2187
H  1.124  4.589  2.429  0.1706
H  2.259  4.910  3.654  0.2053



Computed energy, in the same sequence as the records: -34045.676; -129649.184; -77800.353 eV.
Computed max |F|, in the same sequence as the records: 0.0507; 0.1617; 0.0894 Eh/bohr.